Density functional theory data (ωB97M-V/def2-TZVPD) for the molecule C6H10F5NO3 in a non-equilibrium geometry.

Output
HOMO level: -10.45 eV
DFT total energy: -1014.339647 a.u.

```
! wB97M-V def2-TZVPD RIJCOSX def2/J DEFGRID3
* xyz 0 1
C 3.856 0.507 0.162
C 2.624 1.134 -0.608
O 1.387 0.368 -0.492
C 0.659 0.453 0.685
F 1.053 -0.613 1.485
O -0.763 0.331 0.537
C -2.015 -0.457 -0.032
F -2.611 -0.831 1.144
N -1.661 -1.573 -0.760
C -0.707 -2.489 -0.285
F -1.275 -3.758 -0.527
O -2.715 0.503 -0.652
C -3.266 1.485 0.086
F -3.055 2.587 -0.629
F -4.605 1.254 0.255
H 3.701 -0.489 0.028
H 4.683 0.962 -0.294
H 3.771 0.910 1.087
H 2.657 0.948 -1.720
H 2.354 2.219 -0.226
H 0.913 1.221 1.389
H -1.875 -1.590 -1.708
H -0.740 -2.530 0.767
H 0.344 -2.327 -0.664
H -2.715 1.774 0.974
*
```